# 1
9 unconnected molecules or ions with the total composition C30H55BCl16N2O5. Source: the OMol25 dataset; level of theory: the ωB97M-V functional and the def2-TZVPD basis.

Last column: Löwdin charge in e.
Cartesian coordinates (Å):
C1 -5.10 0.12 0.72  -0.14
C2 -5.27 1.65 0.71  -0.23
C3 -4.49 2.36 -0.38  -0.20
O1 -3.08 2.37 -0.21  -0.09
C4 -2.65 2.92 0.99  -0.22
N1 -1.50 3.83 0.75  0.05
C5 -1.07 4.33 2.06  -0.17
O2 -0.41 5.58 1.95  -0.02
C6 0.71 5.62 2.78  -0.28
C7 1.96 5.60 2.17  0.00
C8 3.09 5.58 2.97  -0.07
C9 2.95 5.55 4.36  -0.10
C10 1.70 5.59 4.96  -0.12
C11 0.55 5.62 4.16  -0.03
C12 -0.40 3.18 0.17  -0.51
O3 0.56 3.78 -0.20  0.16
O4 -0.49 1.84 0.06  0.19
B1 0.73 1.11 0.19  -0.70
O5 1.61 1.05 -0.84  0.20
N2 1.00 0.39 1.41  -0.03
C13 1.29 -1.03 1.12  -0.07
C14 -0.15 0.41 2.34  -0.08
H1 -6.01 -0.30 1.12  0.04
H2 -4.32 -0.18 1.41  0.05
H3 -4.97 -0.31 -0.27  0.02
H4 -5.09 2.03 1.71  0.10
H5 -6.33 1.85 0.50  0.07
H6 -4.66 1.82 -1.30  0.13
H7 -4.85 3.39 -0.51  0.13
H8 -2.35 2.14 1.70  0.13
H9 -3.41 3.53 1.48  0.13
H10 -0.39 3.61 2.52  0.13
H11 -1.93 4.43 2.73  0.14
H12 1.99 5.59 1.09  0.11
H13 4.06 5.55 2.51  0.10
H14 3.84 5.51 4.97  0.10
H15 1.57 5.57 6.03  0.10
H16 -0.43 5.63 4.60  0.12
H17 1.25 1.52 -1.60  0.11
H18 1.71 -1.47 2.03  0.07
H19 2.05 -1.13 0.35  0.07
H20 0.39 -1.58 0.85  0.07
H21 -0.25 1.42 2.74  0.07
H22 0.08 -0.26 3.17  0.06
H23 -1.07 0.06 1.89  0.06
Cl1 -2.40 -2.60 1.76  0.58
C15 -2.32 -3.71 0.36  -0.69
C16 -2.88 -3.08 -0.90  -0.63
Cl2 -4.65 -2.84 -0.79  0.59
H24 -2.84 -4.62 0.63  0.01
H25 -1.27 -3.95 0.20  0.07
H26 -2.69 -3.74 -1.74  0.05
H27 -2.43 -2.12 -1.11  0.07
Cl3 -2.45 -6.59 -1.02  0.60
C17 -4.23 -6.50 -1.18  -0.65
C18 -4.86 -7.86 -1.17  -0.66
Cl4 -4.47 -8.80 -2.64  0.54
H28 -4.46 -5.96 -2.09  0.07
H29 -4.59 -5.92 -0.33  0.06
H30 -5.95 -7.76 -1.14  0.07
H31 -4.55 -8.44 -0.31  0.07
Cl5 -9.41 2.89 0.66  0.54
C19 -10.38 1.40 0.57  -0.66
C20 -9.55 0.16 0.79  -0.65
Cl6 -8.41 -0.12 -0.55  0.57
H32 -10.87 1.38 -0.40  0.07
H33 -11.14 1.47 1.35  0.07
H34 -10.19 -0.71 0.86  0.07
H35 -8.97 0.24 1.71  0.07
Cl7 1.27 2.26 5.87  0.58
C21 0.45 0.75 6.32  -0.66
C22 1.43 -0.34 6.69  -0.64
Cl8 2.37 -0.89 5.28  0.58
H36 -0.17 0.44 5.49  0.05
H37 -0.19 0.97 7.17  0.07
H38 0.90 -1.20 7.08  0.07
H39 2.14 0.01 7.45  0.07
Cl9 5.79 -5.41 5.93  0.53
C23 6.39 -3.82 5.37  -0.67
C24 5.26 -2.86 5.09  -0.69
Cl10 4.29 -3.34 3.68  0.52
H40 6.99 -3.99 4.49  0.07
H41 7.02 -3.42 6.16  0.07
H42 5.67 -1.87 4.88  0.07
H43 4.59 -2.77 5.94  0.04
Cl11 1.39 -2.22 -2.48  0.56
C25 2.31 -1.07 -3.49  -0.68
C26 1.47 -0.48 -4.59  -0.67
Cl12 1.04 -1.70 -5.83  0.55
H44 3.17 -1.60 -3.89  0.01
H45 2.66 -0.29 -2.83  0.06
H46 2.03 0.30 -5.10  0.06
H47 0.55 -0.05 -4.21  0.07
Cl13 7.52 -1.91 -7.23  0.57
C27 6.24 -2.74 -6.30  -0.64
C28 4.92 -2.01 -6.37  -0.64
Cl14 4.97 -0.45 -5.49  0.58
H48 6.59 -2.84 -5.28  0.07
H49 6.13 -3.73 -6.73  0.08
H50 4.15 -2.61 -5.89  0.06
H51 4.62 -1.80 -7.39  0.06
Cl15 8.16 0.71 -11.19  0.54
C29 7.80 1.96 -9.97  -0.66
C30 7.21 1.37 -8.71  -0.67
Cl16 5.57 0.72 -8.98  0.54
H52 7.13 2.68 -10.42  0.07
H53 8.74 2.45 -9.73  0.07
H54 7.13 2.14 -7.95  0.08
H55 7.83 0.57 -8.32  0.02

E_tot in eV: -246259.361
Total charge: 0
SMILES string: CCCOCN(COc1ccccc1)C(=O)OB(O)N(C)C.ClCCCl.ClCCCl.ClCCCl.ClCCCl.ClCCCl.ClCCCl.ClCCCl.ClCCCl

# 2
A gas-phase ion, C2H8NS2 (charge +1). Source: the OMol25 dataset; level of theory: the ωB97M-V functional and the def2-TZVPD basis.

Last column: Löwdin charge in e.
Cartesian coordinates (Å):
N1 -1.04 -1.26 0.48  0.16
C1 -1.20 0.28 0.46  -0.15
C2 0.26 0.77 0.42  -0.57
S1 1.16 0.60 -1.14  0.43
S2 3.03 0.23 -2.05  0.37
H1 -1.90 -1.66 0.09  0.17
H2 -0.95 -1.75 1.38  0.18
H3 -0.19 -1.57 -0.03  0.14
H4 -1.75 0.35 1.41  0.14
H5 -1.71 0.68 -0.42  0.13
H6 0.21 1.78 0.83  0.08
H7 0.69 0.14 1.20  0.08
H8 3.41 1.41 -2.61  -0.17

Total charge: +1
Relative energy (zero: lowest compared OMol25 entry of this formula, charge and spin) in eV: 2.122
SMILES string: [NH3+]CCSS

Computed values of max |F| (unit: eV Å⁻¹) for the preceding records, in sequence: 2.0, 4.0.